{"formula": "C31H76AlBFO21P4", "method": "wB97M-V/def2-TZVPD", "energy_ev": -123528.6847, "gap_ev": 5.36, "homo_energy_ev": -5.702, "total_charge": -1, "largest_force_ev_per_a": 8.4, "symbols": ["C", "C", "C", "C", "C", "C", "C", "C", "C", "C", "C", "C", "C", "C", "C", "C", "C", "C", "F", "O", "Al", "O", "C", "O", "B", "O", "O", "H", "H", "H", "H", "H", "H", "H", "H", "H", "H", "H", "H", "H", "H", "H", "H", "H", "H", "H", "H", "H", "H", "H", "H", "H", "H", "H", "H", "H", "H", "H", "H", "H", "H", "H", "H", "H", "H", "H", "H", "C", "O", "P", "O", "O", "C", "O", "C", "H", "H", "H", "H", "H", "H", "H", "H", "H", "C", "O", "P", "O", "O", "C", "O", "C", "H", "H", "H", "H", "H", "H", "H", "H", "H", "C", "O", "P", "O", "O", "C", "O", "C", "H", "H", "H", "H", "H", "H", "H", "H", "H", "C", "O", "P", "O", "O", "C", "O", "C", "H", "H", "H", "H", "H", "H", "H", "H", "H"], "xyz": [[10.7780, -3.7434, 2.9421], [9.3084, -3.7079, 2.4416], [9.1969, -3.7354, 0.9141], [9.5796, -2.3941, 0.2381], [8.3516, -1.6881, -0.3842], [7.7082, -0.7390, 0.6549], [8.1167, 0.7192, 0.4646], [7.4647, 1.7182, 1.4313], [5.9414, 1.5923, 1.5827], [5.4748, 0.4989, 2.5729], [4.5272, 1.0026, 3.6603], [3.0947, 1.2284, 3.1742], [2.5056, 0.0120, 2.4332], [1.0008, -0.0581, 2.7173], [0.1639, -0.7825, 1.6408], [-1.2994, -0.3243, 1.9054], [-2.3425, -0.7771, 0.8627], [-2.7617, 0.3159, -0.1075], [-4.0347, -0.0578, -0.6081], [0.4691, -0.3921, 0.3274], [1.3498, -1.8767, -0.2958], [0.1613, -2.9912, 0.5511], [0.0877, -2.3634, 1.8055], [1.2096, -2.9091, 2.5591], [1.1657, -4.2776, 2.4946], [2.0796, -5.0243, 1.7767], [0.2073, -4.9763, 3.2086], [10.9233, -4.5088, 3.7027], [11.4454, -3.9331, 2.1033], [11.0032, -2.7889, 3.4188], [8.7544, -2.8889, 2.8985], [8.8447, -4.6291, 2.8073], [9.8681, -4.5204, 0.5569], [8.1849, -4.0487, 0.6531], [10.0646, -1.7282, 0.9528], [10.2567, -2.6569, -0.5776], [8.6217, -1.1518, -1.2958], [7.6203, -2.4510, -0.6521], [8.0346, -1.0703, 1.6415], [6.6250, -0.8142, 0.5659], [9.2004, 0.7718, 0.6394], [7.9679, 1.0516, -0.5654], [7.6503, 2.7135, 1.0101], [7.9508, 1.7370, 2.4110], [5.5028, 1.4213, 0.5965], [5.5815, 2.5639, 1.9343], [6.3568, 0.0269, 3.0150], [4.9996, -0.2921, 1.9901], [4.5107, 0.2360, 4.4445], [4.9729, 1.8865, 4.1302], [3.0849, 2.1224, 2.5424], [2.4656, 1.4465, 4.0418], [2.6781, 0.1233, 1.3679], [2.9845, -0.8942, 2.8055], [0.8574, -0.5267, 3.6940], [0.6302, 0.9694, 2.7482], [-1.6345, -0.7165, 2.8692], [-1.3416, 0.7670, 1.9421], [-2.0423, -1.6574, 0.2931], [-3.2531, -1.0410, 1.4085], [-2.1161, 0.4172, -0.9759], [-2.9132, 1.2688, 0.4115], [2.8042, -1.8581, 0.3555], [1.2432, -1.9131, -1.8938], [-0.8008, -2.6345, 2.3829], [2.1565, -4.6623, 0.8894], [0.0837, -5.8109, 2.7508], [-4.9080, 2.5970, 2.5898], [-3.6423, 2.8738, 3.2295], [-2.6515, 4.0746, 2.5694], [-1.4665, 3.5961, 3.3533], [-3.4899, 5.2393, 3.3656], [-3.6461, 5.1174, 4.7754], [-1.8308, 5.2072, 1.6788], [-1.0967, 6.1850, 2.3996], [-5.4209, 1.8433, 3.1826], [-5.5278, 3.4969, 2.5443], [-4.7545, 2.2080, 1.5838], [-2.8772, 4.4807, 5.2134], [-4.6326, 4.7142, 5.0101], [-3.5680, 6.1172, 5.2031], [-0.4344, 5.7196, 3.1276], [-1.7651, 6.8914, 2.8936], [-0.4974, 6.7258, 1.6681], [-4.9825, 4.0517, -3.3978], [-5.9179, 5.0711, -2.9554], [-5.8335, 5.5577, -1.3762], [-7.1204, 6.2688, -1.2077], [-4.5665, 6.5430, -1.6396], [-4.7465, 7.6758, -2.4801], [-5.3338, 5.1865, 0.1241], [-5.1552, 6.2528, 1.0609], [-5.1403, 3.8950, -4.4610], [-3.9524, 4.3738, -3.2354], [-5.1574, 3.1132, -2.8751], [-5.7946, 7.9696, -2.5448], [-4.3632, 7.4637, -3.4796], [-4.1723, 8.4985, -2.0553], [-6.0293, 6.8999, 1.1339], [-4.2790, 6.8449, 0.7995], [-4.9807, 5.7942, 2.0229], [-2.2320, -0.4246, -7.9127], [-2.2984, 0.3266, -6.6859], [-3.7870, 0.5273, -5.9748], [-3.4989, 1.6247, -5.0224], [-3.7913, -0.9553, -5.3236], [-2.8137, -1.2976, -4.3358], [-5.4089, 0.5341, -6.1478], [-6.1704, 0.3534, -4.9533], [-1.1864, -0.5007, -8.1994], [-2.6359, -1.4306, -7.7728], [-2.7793, 0.0844, -8.7069], [-2.3928, -0.4229, -3.8410], [-2.0111, -1.8720, -4.7995], [-3.2844, -1.9217, -3.5796], [-5.8566, 1.0494, -4.1771], [-6.0893, -0.6701, -4.5925], [-7.2091, 0.5529, -5.2121], [-2.8028, -5.5696, 0.0807], [-4.1749, -5.4049, -0.3643], [-4.4471, -5.0373, -1.9732], [-5.8736, -4.6500, -1.7322], [-4.2897, -6.5539, -2.5361], [-5.1288, -7.5658, -1.9918], [-4.3289, -4.3218, -3.4597], [-5.2542, -4.7398, -4.4510], [-2.8278, -5.8564, 1.1290], [-2.3021, -6.3554, -0.4914], [-2.2481, -4.6358, -0.0144], [-6.0301, -7.1451, -1.5456], [-4.5833, -8.1415, -1.2426], [-5.4112, -8.2332, -2.8056], [-6.2763, -4.6835, -4.0805], [-5.0308, -5.7512, -4.7926], [-5.1412, -4.0546, -5.2907]]}